Computed, not measured: C14H17CdN3 as an isolated structure at a distorted geometry, with ωB97M-V with the def2-TZVPD basis set.

For the total energy, the calculation gives -23826.321 eV. The calculation puts the max |F| at 3.2 eV/A. Its charge is 0. The frontier orbital gap comes out at 0.263 Ha.

Element x y z (Å)
C  -5.073  0.189  1.057
C  -5.093  1.491  0.243
H  -5.298  -0.664  0.400
H  -5.874  0.261  1.800
H  -4.141  -0.019  1.574
H  -4.251  1.638  -0.446
H  -6.019  1.508  -0.353
H  -5.118  2.379  0.907
C  0.918  -2.967  0.789
C  1.846  -3.992  0.529
C  2.944  -3.723  -0.292
C  3.089  -2.429  -0.810
H  0.028  -3.162  1.425
H  1.675  -4.972  0.962
H  3.672  -4.489  -0.541
H  3.902  -2.179  -1.478
N  1.068  -1.730  0.272
C  2.157  -1.436  -0.487
C  2.280  -0.071  -0.974
N  1.300  0.796  -0.608
C  1.410  2.077  -0.988
C  3.446  1.636  -2.218
C  2.459  2.547  -1.803
H  0.624  2.763  -0.632
H  2.465  3.596  -2.093
C  3.346  0.311  -1.795
H  4.076  -0.430  -2.112
H  4.267  1.960  -2.855
Cd  -0.681  -0.021  0.779
C  -1.503  2.011  0.837
H  -1.734  2.230  -0.211
H  -0.886  2.839  1.214
H  -2.442  2.042  1.402
N  0.788  -0.077  3.795
C  0.354  0.087  2.712

For each atom in turn, the natural (NBO) charge in e is:
1 C -0.61
2 C -0.61
3 H 0.20
4 H 0.20
5 H 0.20
6 H 0.21
7 H 0.20
8 H 0.21
9 C 0.07
10 C -0.24
11 C -0.15
12 C -0.21
13 H 0.22
14 H 0.23
15 H 0.23
16 H 0.22
17 N -0.49
18 C 0.17
19 C 0.15
20 N -0.48
21 C 0.07
22 C -0.15
23 C -0.25
24 H 0.22
25 H 0.23
26 C -0.22
27 H 0.22
28 H 0.23
29 Cd 1.44
30 C -1.21
31 H 0.18
32 H 0.21
33 H 0.21
34 N -0.52
35 C -0.37